No. 1
Density functional theory data (wB97M-V/def2-TZVPD) for a 2-piece molecular cluster, C17H31N2O3S overall at a distorted geometry.

Computed properties:
- orbital gap (eV) = 7.8
- total energy (eV) = -38078.526
- energy relative to the best compared isomer or geometry (same formula, charge and spin) (eV) = 3.600
- charge = +1

Atoms and positions in Å:
C 5.0980 3.2175 -3.3468
C 4.6184 4.7518 -3.8073
N 3.2783 4.7426 -4.5362
C 2.2087 4.4306 -3.5124
C 1.2941 3.2565 -3.5468
S 1.0780 1.8487 -4.7641
C 0.4501 3.4961 -2.1617
O -0.1727 2.4018 -1.7172
O 0.5676 4.8634 -1.6316
C 1.8715 5.3423 -2.1876
O 2.5079 6.3740 -1.6211
H 4.3573 2.7381 -2.5578
H 5.3052 2.5198 -4.2641
H 6.1175 3.3884 -2.7607
H 5.4677 5.2208 -4.4920
H 4.6134 5.3848 -2.8168
H 3.3676 3.9554 -5.2439
H -0.3359 1.7602 -4.9393
C 0.4381 -3.8992 -0.3362
C -0.7388 -4.0040 0.6200
C -1.9112 -3.1023 0.2407
C -1.7530 -1.5883 0.4141
N -1.7724 -1.0251 1.8650
C -0.3846 -0.9781 2.5078
C 0.3271 0.1987 1.8564
C -0.7584 1.1616 1.4076
C -2.0765 0.5033 1.7776
C -2.8711 -1.6677 2.7452
C -2.4159 -2.8791 3.5664
C -3.4075 -4.0332 3.5068
H 0.8383 -2.8842 -0.3730
H 1.2412 -4.5687 -0.0089
H 0.1446 -4.1991 -1.3470
H -0.3877 -3.8172 1.6321
H -1.0920 -5.0428 0.6123
H -2.8143 -3.4430 0.7501
H -2.1224 -3.2779 -0.8235
H -2.6073 -1.1212 -0.0911
H -0.8468 -1.2274 -0.0806
H -0.5225 -0.7971 3.5804
H 0.1436 -1.9183 2.3505
H 0.9103 -0.1360 0.9895
H 1.0357 0.6711 2.5485
H -0.6983 1.3258 0.3269
H -0.6601 2.1392 1.8889
H -2.8867 0.6805 1.0647
H -2.3832 0.8440 2.7736
H -3.7230 -1.8801 2.0864
H -3.2055 -0.9045 3.4552
H -2.3316 -2.5657 4.6149
H -1.4304 -3.2496 3.2925
H -4.4271 -3.6958 3.7189
H -3.1406 -4.7967 4.2461
H -3.4027 -4.5147 2.5282



No. 2
Density functional theory data (wB97M-V/def2-TZVPD) for a 3-piece molecular cluster, C17H31N3O14PS overall at a distorted geometry.

Computed properties:
- orbital gap (eV) = 8.3
- total energy (eV) = -71379.149
- charge = +1

Atoms and positions in Å:
C -2.5632 2.1283 2.1118
C -2.5590 1.3639 0.6844
O -1.2552 1.6511 0.0637
C -0.8503 0.4539 -0.6012
C 0.1326 0.5232 -1.8791
N 1.0108 -0.6786 -1.8167
C 2.3665 -0.5541 -1.1741
C 2.8654 0.9435 -0.9073
C 4.1683 0.8118 0.0761
S 5.5438 1.9557 -0.3707
O 5.1096 3.3797 -0.5567
O 6.5145 1.9368 0.7995
O 6.3719 1.2963 -1.6680
C 0.3290 -1.5726 -0.8429
N 0.2484 -2.8880 -0.9416
C -0.4874 -3.6289 0.1651
C 0.4092 -4.7500 0.8830
C 0.8047 -4.3829 2.4047
O 2.0236 -4.2477 2.6859
O -0.1866 -4.2545 3.4392
P 0.8796 -3.9128 -2.2610
O 1.9610 -3.0911 -3.2860
O -0.3610 -4.7384 -3.0981
N -0.1783 -0.6357 0.1720
H -2.7851 1.3903 2.9623
H -3.3960 2.9212 2.1547
H -1.5178 2.5590 2.2540
H -3.4300 1.6924 0.0111
H -2.6582 0.2398 0.9181
H -1.8083 -0.0102 -1.0487
H -0.5923 0.2396 -2.7381
H 0.5356 1.5175 -2.2563
H 3.1172 -1.0749 -1.8793
H 2.3846 -1.1012 -0.1653
H 2.1270 1.6003 -0.3306
H 3.1906 1.4133 -1.9008
H 3.7781 0.9879 1.1444
H 4.5113 -0.2885 0.0338
H 6.9190 2.0328 -2.0286
H -0.9449 -2.9307 0.9369
H -1.3423 -4.1810 -0.3827
H 1.3924 -4.9811 0.3530
H -0.2128 -5.7150 0.9566
H -0.3225 -3.2721 3.4935
H 1.4245 -2.4213 -3.7950
H -0.9094 -4.0384 -3.5292
H 0.4859 -0.3005 0.8877
C -3.5821 1.5677 -5.7428
C -3.3090 2.8117 -4.9537
O -3.5951 2.4126 -3.6191
C -3.4555 1.0625 -3.5658
O -3.4614 0.4212 -2.5505
O -3.3075 0.5306 -4.8082
H -2.9402 1.4806 -6.6203
H -4.6265 1.4919 -6.0579
H -2.2624 3.1243 -5.0127
H -3.9448 3.6450 -5.2553
C -0.2006 2.3270 6.3980
C -1.6412 1.9478 6.2365
O -1.6901 1.4364 4.9101
C -0.4327 1.0234 4.5944
O -0.1555 0.3883 3.6123
O 0.4679 1.4194 5.5306
H 0.1487 2.2121 7.4248
H 0.0037 3.3487 6.0656
H -1.9479 1.1602 6.9307
H -2.3122 2.8004 6.3497



No. 3
Density functional theory data (wB97M-V/def2-TZVPD) for C17H31N3P2Ti as an isolated structure at a distorted geometry.

Computed properties:
- orbital gap (spin up / spin down) (eV) = 6.1 / 6.5
- total energy (eV) = -64282.010
- energy relative to the best compared isomer or geometry (same formula, charge and spin) (eV) = 2.184
- multiplicity = 3

Atoms and positions in Å:
P 0.4158 -2.2031 -0.8839
P 0.8901 1.2415 -1.8059
C 0.0320 -1.3521 -2.4494
C 0.9586 -0.2097 -2.8831
H -1.0241 -1.0302 -2.4061
H 0.1101 -2.1875 -3.1564
H 2.0111 -0.5278 -2.9657
H 0.6179 0.1433 -3.8674
C -0.6077 2.1035 -2.5008
H -0.9950 2.8594 -1.8028
H -1.4224 1.3886 -2.6837
H -0.3680 2.6134 -3.4447
C 2.0807 2.6065 -1.6640
H 1.8989 3.3696 -2.4354
H 3.1030 2.2182 -1.7695
H 1.9836 3.0774 -0.6731
C -0.9225 -3.4038 -0.9851
H -1.0278 -4.0584 -0.1138
H -0.7068 -4.0350 -1.8587
H -1.9045 -2.9366 -1.1626
C 2.1031 -2.9564 -1.1005
H 2.7338 -2.1375 -1.4659
H 2.0531 -3.8517 -1.7315
H 2.5573 -3.2751 -0.0652
Ti 2.0854 -1.4062 0.4146
C -0.5005 2.9317 1.6148
C -1.7248 3.3824 1.2683
C -2.7950 2.5466 0.5980
C -3.1066 1.1211 1.1067
C -2.6704 0.1234 0.0911
C -1.4714 -0.3359 0.3072
C -0.2628 0.5297 0.4132
C -0.1169 1.4143 1.7426
C 3.6062 -2.4877 1.6607
H 0.3722 3.5672 1.9069
H -1.9239 4.4604 1.4198
H -2.5095 2.5064 -0.4741
H -3.7141 3.1451 0.6392
H -2.4897 0.9426 1.9629
H -4.1422 1.0515 1.4424
H -3.4647 -0.2744 -0.5796
H -1.4829 -1.2604 0.9198
H -0.2723 1.3291 -0.3979
H 0.7279 -0.1184 0.3602
H -0.6470 0.8080 2.5200
H 0.9767 1.3362 2.0087
H 4.4794 -1.8208 1.6481
H 3.9836 -3.4635 2.0416
H 2.9491 -2.1723 2.5000
N 0.8723 -1.9164 1.8408
C 0.3333 -1.7292 2.8993
N 0.2430 -1.4178 4.1369
C -0.5942 -0.5010 4.6400
N -1.3104 0.2519 5.2229



No. 4
Density functional theory data (wB97M-V/def2-TZVPD) for a 3-piece molecular cluster, C17H32F3N4O overall at a distorted geometry.

Computed properties:
- orbital gap (eV) = 9.9
- total energy (eV) = -34301.433
- charge = +1

Atoms and positions in Å:
C 6.2867 1.7575 0.3154
C 6.4595 0.4185 0.9996
O 5.2353 -0.3067 1.1078
C 4.9364 -1.0743 -0.0385
C 3.4577 -0.9709 -0.3830
C 2.9256 0.4591 -0.1278
C 2.3085 0.5525 1.2659
N 0.8855 0.1982 1.3144
C 0.0340 0.9086 0.3341
C 0.7660 1.6133 -0.7864
C 1.0376 3.0884 -0.5426
F -0.0776 3.7219 -0.8184
F 1.3314 3.3681 0.6835
F 1.9470 3.5425 -1.3568
N 1.9846 0.8855 -1.2283
H 7.2362 2.2480 0.1446
H 5.6529 2.3895 0.9276
H 5.8255 1.6191 -0.6604
H 6.7848 0.6064 2.0127
H 7.2142 -0.1953 0.5193
H 5.1175 -2.1157 0.2185
H 5.5804 -0.8471 -0.8825
H 3.2676 -1.2476 -1.4189
H 2.8876 -1.6398 0.2510
H 3.7814 1.1112 -0.1508
H 2.5460 1.5127 1.7205
H 2.8371 -0.1748 1.8594
H 0.5728 0.5308 2.2168
H -0.6542 1.6132 0.7832
H -0.5910 0.1641 -0.1519
H 0.0962 1.6092 -1.6355
H 2.4977 1.3900 -1.9527
H 1.6433 0.0311 -1.6761
C -3.4592 2.9305 0.1833
C -4.7005 2.2417 -0.3719
C -4.6797 0.7194 -0.1865
C -3.5223 0.1454 -0.8871
N -2.6126 -0.2725 -1.4364
H -2.5573 2.6023 -0.3375
H -3.5312 4.0104 0.0574
H -3.3377 2.7226 1.2495
H -4.7967 2.4784 -1.4327
H -5.5844 2.6405 0.1267
H -5.5894 0.2728 -0.5889
H -4.6167 0.4588 0.8709
C -3.0443 -3.8540 -0.3081
C -4.1151 -4.1422 0.7340
C -5.4762 -4.4442 0.1022
C -5.9407 -3.2972 -0.6940
N -6.3002 -2.4084 -1.3088
H -3.2997 -2.9678 -0.8907
H -2.0838 -3.6639 0.1730
H -2.9168 -4.6939 -0.9935
H -4.2071 -3.2843 1.4042
H -3.8114 -4.9926 1.3470
H -6.2166 -4.6528 0.8740
H -5.4149 -5.3160 -0.5496



No. 5
Density functional theory data (wB97M-V/def2-TZVPD) for a 2-piece molecular cluster, C17H32FINO9P2S overall at a distorted geometry.

Computed properties:
- orbital gap (eV) = 6.6
- total energy (eV) = -78303.346
- charge = -1

Atoms and positions in Å:
C 1.1217 3.3015 -0.6487
C -0.2337 2.9106 -1.2331
N -0.9008 2.0112 -0.2967
C -2.1764 1.4525 -0.6957
C -3.3516 1.8181 0.2375
C -2.9644 2.6155 1.4795
C -2.6231 4.0536 1.1768
I -2.4149 5.1428 3.0307
O -2.5684 2.0497 -1.9625
C -2.4327 1.2424 -3.0392
O -2.8409 1.5225 -4.1598
C -1.7474 -0.0404 -2.5626
P -0.0693 -0.4147 -3.1898
O 0.2883 0.8143 -4.1525
O 1.0281 -0.2751 -2.0347
S -0.0396 -2.1145 -4.0755
C -2.0678 -0.0418 -1.0754
F -3.3798 -0.5686 -1.0411
C -1.2766 -0.9412 -0.1678
C -1.8111 -0.9802 1.2794
P -0.5518 -1.0388 2.5722
O -1.2073 -0.8932 3.8769
O 0.3762 -2.3178 2.5101
C 0.1301 -3.3783 1.5618
C 0.8949 -3.1467 0.2615
O 0.3728 0.2544 2.2916
C 1.6845 0.0698 1.7282
C 2.4718 1.3508 1.9805
H 1.6514 2.4436 -0.2576
H 1.6992 3.7616 -1.4441
H 1.0017 4.0619 0.1135
H -0.0363 2.4575 -2.2016
H -0.8003 3.8217 -1.3604
H -0.2527 1.2825 -0.0339
H -4.0587 2.3951 -0.3415
H -3.8781 0.9309 0.5645
H -3.8390 2.6296 2.1250
H -2.1870 2.1344 2.0598
H -3.4094 4.5526 0.6320
H -1.6755 4.1599 0.6795
H -2.3295 -0.8586 -2.9642
H 1.1164 1.2073 -3.8527
H 1.3235 -1.1717 -1.8149
H -0.2379 -0.6492 -0.1480
H -1.3574 -1.9438 -0.5644
H -2.4822 -1.8187 1.4046
H -2.3906 -0.1076 1.5418
H 0.5410 -4.2640 2.0244
H -0.9235 -3.5888 1.4091
H 0.2795 -3.3196 -0.6149
H 1.7313 -3.8257 0.1800
H 1.2994 -2.1428 0.2200
H 2.2128 -0.7470 2.1970
H 1.6366 -0.0838 0.6534
H 1.8274 2.2122 1.8873
H 3.3044 1.4075 1.2882
H 2.8992 1.2979 2.9743
C 5.3272 -4.2347 0.3677
C 4.0979 -4.5781 -0.5081
O 3.6064 -3.6356 -1.1756
O 3.7085 -5.7626 -0.4474
H 5.6050 -3.1843 0.2689
H 5.1029 -4.4445 1.4159
H 6.1757 -4.8537 0.0707



No. 6
Density functional theory data (wB97M-V/def2-TZVPD) for a 4-piece molecular cluster, C17H32N3O6 overall at a distorted geometry.

Computed properties:
- orbital gap (eV) = 7.7
- total energy (eV) = -34896.080
- charge = +1

Atoms and positions in Å:
C -2.9286 6.4322 -0.6448
C -3.7203 6.2816 0.6934
O -4.2133 7.2790 1.1745
O -3.9602 5.0608 1.3679
C -2.9902 4.0685 1.1341
O -3.3839 2.9967 0.7088
C -1.4783 4.2940 1.4688
C -0.6456 2.9697 1.5789
C -0.4382 2.2000 0.2340
C 0.4050 0.8630 0.4807
N 0.9175 0.7477 1.8757
C -0.0228 1.1311 2.8498
N 0.1758 0.6743 4.0987
N -1.1529 2.0138 2.6090
H -3.5974 6.5229 -1.5478
H -2.3815 7.4170 -0.5809
H -2.1529 5.6487 -0.8377
H -0.9460 5.0072 0.7890
H -1.4542 4.7781 2.4944
H 0.3868 3.2745 1.9332
H -1.3943 1.8543 -0.2685
H 0.0720 2.8894 -0.5045
H -0.2037 -0.0434 0.2359
H 1.2919 0.9378 -0.2108
H 1.8092 1.2446 1.9705
H 0.1968 1.3475 4.8738
H 0.3761 -0.3076 4.3091
H -1.8576 1.4237 2.1323
C 3.8356 -2.0954 0.2437
C 3.5144 -1.2909 -0.9876
O 2.9617 -0.2074 -0.9107
C 3.9028 -1.8794 -2.3138
H 3.5004 -1.5528 1.1295
H 3.3188 -3.0563 0.2025
H 4.9136 -2.2517 0.3153
H 3.3873 -2.8325 -2.4590
H 4.9842 -2.0266 -2.3543
H 3.6122 -1.1951 -3.1121
C 3.6644 -6.6006 -0.6735
C 3.3390 -5.8022 -1.9085
O 2.7877 -4.7197 -1.8356
C 3.7232 -6.3973 -3.2369
H 3.3322 -6.0534 0.2096
H 3.1481 -7.5617 -0.7051
H 4.7426 -6.7566 -0.6047
H 3.2095 -7.3496 -3.3806
H 4.8040 -6.5445 -3.2802
H 3.4298 -5.7167 -4.0370
C -4.3144 -0.6242 0.8003
C -3.5364 -0.4269 -0.4734
O -2.4564 0.1373 -0.4764
C -4.1461 -0.9541 -1.7432
H -3.7586 -0.1959 1.6359
H -5.2798 -0.1206 0.7278
H -4.4605 -1.6900 0.9858
H -5.1047 -0.4650 -1.9263
H -4.2846 -2.0342 -1.6689
H -3.4793 -0.7429 -2.5799



No. 7
Density functional theory data (wB97M-V/def2-TZVPD) for a 2-piece molecular cluster, C17H32NO overall.

Computed properties:
- orbital gap (eV) = 8.2
- total energy (eV) = -21679.134
- charge = +1

Atoms and positions in Å:
C 0.9394 5.7480 -0.4846
C 0.9008 4.2967 -0.1021
C 1.4494 3.3060 -0.9147
C 1.4127 1.9792 -0.5408
C 0.8511 1.5317 0.6602
C 0.8453 0.0307 0.9329
C 2.2259 -0.5855 0.6656
C 0.3692 -0.4140 2.3194
C 0.2899 2.5399 1.4338
O -0.4155 2.2229 2.6260
C 0.1422 2.6587 3.7981
N -1.0344 3.2038 4.6064
C 0.3044 3.8773 1.0790
H 1.6830 6.2822 0.1086
H -0.0240 6.2285 -0.3146
H 1.2010 5.8726 -1.5325
H 1.9000 3.5883 -1.8571
H 1.8375 1.2553 -1.2211
H 0.1554 -0.3944 0.1989
H 2.1508 -1.6633 0.8126
H 2.5738 -0.4282 -0.3508
H 2.9566 -0.2136 1.3849
H -0.7182 -0.4285 2.3934
H 0.7092 -1.4333 2.4979
H 0.7660 0.2053 3.1211
H 0.5742 1.8518 4.3959
H 0.8669 3.4626 3.6729
H -1.7709 3.4916 3.9583
H -0.7535 3.9989 5.1823
H -1.4136 2.4936 5.2332
H -0.1874 4.6038 1.7181
C -2.9248 -4.6268 -1.2956
C -2.6016 -3.6620 -2.4326
C -1.3699 -4.0629 -3.2432
C -0.0677 -4.1231 -2.4429
C 0.3031 -2.8247 -1.7295
C 0.5235 -1.6485 -2.6768
H -2.1175 -4.6738 -0.5627
H -3.8294 -4.3222 -0.7678
H -3.0862 -5.6364 -1.6777
H -2.4720 -2.6529 -2.0294
H -3.4575 -3.6069 -3.1093
H -1.2549 -3.3704 -4.0814
H -1.5445 -5.0457 -3.6902
H 0.7457 -4.3988 -3.1206
H -0.1273 -4.9269 -1.7049
H 1.2171 -2.9942 -1.1530
H -0.4729 -2.5656 -1.0015
H 1.3163 -1.8699 -3.3938
H 0.8125 -0.7486 -2.1283
H -0.3791 -1.4080 -3.2396



No. 8
Density functional theory data (wB97M-V/def2-TZVPD) for C17H32NPZr as an isolated structure at a distorted geometry.

Computed properties:
- orbital gap (spin up / spin down) (eV) = 3.6 / 3.6
- total energy (eV) = -30181.524
- charge = +2

Atoms and positions in Å:
C 2.5148 2.9502 2.9454
C 1.1028 2.7536 3.1077
C 0.3692 1.8812 2.3227
C 1.0071 1.1483 1.2901
C 2.3886 1.3757 1.0960
C 3.1094 2.1921 1.9113
C -1.0723 1.7308 2.6911
C -2.2801 2.4254 1.8570
N -2.2996 2.8551 0.4434
Zr 0.4064 -0.5761 -0.1230
C 3.1009 0.7341 -0.0841
P 1.9621 0.4773 -1.5337
H 0.6144 3.2931 3.9099
H 4.1837 2.3140 1.7344
H 3.0459 3.5974 3.5623
H 3.5590 -0.2450 0.1560
H 3.8980 1.3813 -0.4834
H -1.3388 0.6731 2.9177
H -1.2062 2.2536 3.6740
H -3.1240 1.7070 1.9566
C 2.7879 -0.5344 -2.7008
C 1.9552 2.1461 -2.2364
H -2.4666 3.4444 2.2503
C -1.1441 3.6472 -0.1511
C -3.0312 1.9333 -0.5521
H 0.1001 -2.1967 -0.8250
H -1.7168 4.5878 -0.2111
H -0.2130 3.6529 0.5111
H -0.7915 3.2486 -1.1706
H -3.7509 2.6887 -0.9408
H -2.4300 1.4439 -1.4163
H -3.5232 1.0633 -0.0238
H 2.9412 2.3234 -2.6846
H 1.1806 2.2074 -3.0107
H 1.7526 2.9243 -1.4882
H 3.6885 -0.0206 -3.0328
H 3.0313 -1.5015 -2.2546
H 2.1095 -0.6958 -3.5429
H 0.5219 -1.6609 -1.5167
C -1.8744 -3.7650 2.1344
C -1.2875 -2.9939 0.9429
C -2.2149 -3.0666 -0.2604
C -0.9868 -1.5394 1.4024
H -2.8650 -3.3721 2.3954
H -1.2214 -3.6703 3.0060
H -1.9699 -4.8217 1.8754
H -0.3276 -3.4714 0.6866
H -3.2040 -2.6315 -0.0370
H -1.8292 -2.5775 -1.1722
H -2.3646 -4.1274 -0.5237
H -1.9137 -0.9639 1.6154
H -0.3168 -1.4733 2.2688